{"formula": "C70H97Br3F12N16O12S4", "method": "ωB97M-V/def2-TZVPD", "symbols": ["C", "N", "C", "C", "C", "C", "C", "C", "C", "C", "N", "C", "C", "C", "H", "H", "H", "H", "H", "H", "H", "H", "H", "H", "H", "H", "H", "H", "C", "N", "C", "C", "C", "C", "C", "C", "C", "C", "N", "C", "C", "C", "H", "H", "H", "H", "H", "H", "H", "H", "H", "H", "H", "H", "H", "H", "C", "N", "C", "C", "C", "C", "C", "C", "C", "C", "N", "C", "C", "C", "H", "H", "H", "H", "H", "H", "H", "H", "H", "H", "H", "H", "H", "H", "C", "C", "N", "C", "C", "N", "C", "C", "H", "H", "H", "H", "H", "H", "H", "H", "H", "H", "H", "C", "C", "N", "C", "C", "N", "C", "C", "H", "H", "H", "H", "H", "H", "H", "H", "H", "H", "H", "C", "C", "N", "C", "C", "N", "C", "C", "H", "H", "H", "H", "H", "H", "H", "H", "H", "H", "H", "C", "C", "N", "C", "C", "N", "C", "C", "H", "H", "H", "H", "H", "H", "H", "H", "H", "H", "H", "C", "C", "N", "C", "C", "N", "C", "C", "H", "H", "H", "H", "H", "H", "H", "H", "H", "H", "H", "Br", "Br", "Br", "C", "F", "F", "F", "S", "O", "O", "O", "C", "F", "F", "F", "S", "O", "O", "O", "C", "F", "F", "F", "S", "O", "O", "O", "C", "F", "F", "F", "S", "O", "O", "O"], "positions_angstrom": [[10.9403, 20.2935, 24.4870], [11.9783, 19.2930, 24.7864], [12.3429, 18.4537, 23.7935], [13.2498, 17.4462, 24.0460], [13.7566, 17.3269, 25.3569], [13.4297, 18.2752, 26.3044], [12.5279, 19.2502, 25.9893], [14.6559, 16.1930, 25.7246], [14.3919, 15.4253, 26.8641], [15.1510, 14.2986, 27.0800], [16.1107, 13.9244, 26.2603], [16.4343, 14.6625, 25.1663], [15.7263, 15.8402, 24.9318], [16.8252, 12.6679, 26.6204], [11.0571, 20.8086, 23.5277], [11.0232, 21.0228, 25.2885], [9.9521, 19.8313, 24.3871], [11.9083, 18.5425, 22.8087], [13.5174, 16.7480, 23.2650], [13.9218, 18.2757, 27.2701], [12.1933, 20.0221, 26.6622], [13.5711, 15.6664, 27.5274], [14.9869, 13.6634, 27.9313], [17.2476, 14.3012, 24.5534], [16.0331, 16.4385, 24.0830], [16.7814, 11.9451, 25.8057], [16.3162, 12.2640, 27.4968], [17.8454, 12.8620, 26.9551], [23.4919, 18.0521, 33.4211], [22.9337, 17.7344, 32.0585], [22.6938, 16.4690, 31.7013], [22.3968, 16.1891, 30.3662], [22.3896, 17.2082, 29.3959], [22.6631, 18.5070, 29.8261], [22.9239, 18.7324, 31.1611], [22.0336, 16.9400, 27.9757], [22.6533, 17.5722, 26.8451], [22.2386, 17.2866, 25.6030], [21.2091, 16.4607, 25.3472], [20.6164, 15.7861, 26.3706], [21.0220, 16.0036, 27.6500], [20.7666, 16.3082, 23.9377], [24.5643, 18.2358, 33.3647], [23.3034, 17.2111, 34.0940], [22.9220, 18.8955, 33.8138], [22.6916, 15.6763, 32.4666], [22.2733, 15.1421, 30.1192], [22.6606, 19.3668, 29.1814], [23.1131, 19.7450, 31.5055], [23.4208, 18.3182, 27.0302], [22.7138, 17.7312, 24.7412], [19.8545, 15.0884, 26.0666], [20.5631, 15.4971, 28.4895], [21.2114, 15.3915, 23.5450], [21.0835, 17.2481, 23.4838], [19.6886, 16.1205, 23.9021], [20.0826, 19.7425, 13.8936], [20.1787, 19.8765, 15.3829], [20.7104, 20.9714, 15.9550], [20.8047, 21.1149, 17.3135], [20.3307, 20.0781, 18.1372], [19.8747, 18.9140, 17.5335], [19.8262, 18.8173, 16.1673], [20.3590, 20.2249, 19.6474], [21.4865, 20.7663, 20.2668], [21.4619, 20.8978, 21.6409], [20.4527, 20.4933, 22.3978], [19.3805, 19.8472, 21.8031], [19.3340, 19.7259, 20.4032], [20.5373, 20.4543, 23.8726], [20.5972, 20.5864, 13.4462], [19.0278, 19.6982, 13.6024], [20.5498, 18.7992, 13.6098], [21.0496, 21.7565, 15.3003], [21.1904, 22.0398, 17.7254], [19.5553, 18.0539, 18.1003], [19.4811, 17.9109, 15.6915], [22.3737, 21.0576, 19.7249], [22.2899, 21.3369, 22.1784], [18.6076, 19.4745, 22.4695], [18.4565, 19.2681, 19.9652], [21.1538, 19.5977, 24.1176], [19.5435, 20.3068, 24.2986], [20.9856, 21.3717, 24.2503], [20.9920, 10.1850, 19.8877], [21.0672, 11.0084, 21.1493], [21.5677, 12.4423, 20.8492], [22.9040, 12.7482, 20.7253], [22.9849, 14.0838, 20.4514], [21.6906, 14.4831, 20.2520], [20.8880, 13.4906, 20.5533], [21.3549, 15.8525, 19.7647], [20.4702, 9.2470, 20.1149], [21.9521, 9.8728, 19.4677], [20.5286, 10.7283, 19.0689], [21.7704, 10.6472, 21.8962], [20.1294, 11.2309, 21.6651], [23.7225, 12.0511, 20.8433], [23.8543, 14.7083, 20.3161], [19.8198, 13.5557, 20.5393], [21.2855, 16.5943, 20.5681], [20.4648, 15.8581, 19.1328], [22.1489, 16.2403, 19.1135], [29.1780, 11.1726, 30.3073], [28.3608, 10.5645, 31.4282], [27.1844, 11.4375, 31.7446], [25.8844, 11.2344, 31.3405], [25.1054, 12.1524, 31.9385], [25.9813, 12.9608, 32.6382], [27.1857, 12.5229, 32.5010], [25.5689, 14.1555, 33.4412], [30.0708, 10.5853, 30.0923], [29.6016, 12.1499, 30.5587], [28.5813, 11.3374, 29.4079], [28.9100, 10.4874, 32.3697], [27.9756, 9.5715, 31.1985], [25.5768, 10.4149, 30.7091], [24.0346, 12.2992, 31.9316], [28.0346, 12.9907, 32.9597], [26.4834, 14.6798, 33.7325], [24.9841, 13.8653, 34.3147], [24.9880, 14.8325, 32.8173], [17.6338, 14.3525, 29.6260], [18.6802, 13.3906, 30.1651], [18.4988, 11.9372, 29.6687], [17.3471, 11.1573, 29.8124], [17.5204, 10.0640, 29.0828], [18.7823, 10.1171, 28.5405], [19.3097, 11.2608, 28.8889], [19.3382, 9.0565, 27.5719], [17.7921, 15.2865, 30.1697], [16.6175, 14.0171, 29.8425], [17.6755, 14.5650, 28.5589], [18.7134, 13.2966, 31.2603], [19.7174, 13.5088, 29.7980], [16.5072, 11.4227, 30.4295], [16.8963, 9.2046, 28.9378], [20.2903, 11.6463, 28.6241], [20.2210, 9.4490, 27.0610], [18.5766, 8.9184, 26.8086], [19.6396, 8.1896, 28.1518], [26.6665, 16.3344, 23.4292], [26.1187, 14.9985, 22.9427], [25.1448, 14.2608, 23.8278], [24.5462, 14.7572, 24.9407], [23.8080, 13.7558, 25.4613], [23.9977, 12.6743, 24.6663], [24.8200, 12.9902, 23.6928], [23.3185, 11.3361, 24.8487], [27.3034, 16.2517, 24.3100], [25.8634, 17.0533, 23.5842], [27.3596, 16.6227, 22.6393], [26.9781, 14.3713, 22.7246], [25.5978, 15.1255, 21.9967], [24.7274, 15.7686, 25.2716], [23.2292, 13.6877, 26.3699], [25.1934, 12.3412, 22.9296], [22.5056, 11.2721, 24.1223], [22.8767, 11.3945, 25.8515], [24.0410, 10.5201, 24.7904], [21.3869, 21.5662, 39.1798], [22.5719, 20.7801, 38.6730], [22.1918, 19.3206, 38.4747], [21.2628, 18.6851, 39.2827], [21.1348, 17.4376, 38.8019], [22.0492, 17.2996, 37.7906], [22.6094, 18.4566, 37.5778], [22.2848, 15.9601, 37.1561], [20.5264, 21.3615, 38.5338], [21.6613, 22.6120, 39.2397], [21.0225, 21.2997, 40.1757], [23.4079, 20.8158, 39.3752], [22.8797, 21.0925, 37.6775], [20.7613, 19.1775, 40.1056], [20.5039, 16.6291, 39.1308], [23.3354, 18.6382, 36.8016], [21.3490, 15.4083, 37.2095], [23.1260, 15.5122, 37.6865], [22.5467, 16.0699, 36.1039], [21.9646, 13.6079, 34.0130], [19.6195, 12.7100, 24.3697], [22.8630, 12.4893, 28.9835], [26.3996, 19.1122, 36.0200], [25.4412, 19.7173, 35.2861], [27.5591, 19.6952, 35.6075], [26.1175, 19.4349, 37.3175], [26.3332, 17.2743, 35.7527], [27.3833, 16.7599, 36.5629], [24.9886, 16.8668, 36.1441], [26.5437, 17.1434, 34.3038], [23.4806, 23.2412, 27.4824], [23.0646, 24.3387, 28.1849], [23.9644, 23.6487, 26.2922], [24.5267, 22.7454, 28.1381], [22.0469, 22.0546, 27.4138], [22.4741, 20.9129, 26.5442], [21.9363, 21.6361, 28.7728], [20.9779, 22.8611, 26.8861], [19.7075, 20.6558, 35.2436], [20.8936, 21.3116, 35.3969], [19.3264, 20.3350, 36.4927], [18.8534, 21.5832, 34.7662], [19.8935, 19.0552, 34.1386], [18.5615, 18.5626, 33.8678], [20.5731, 19.4437, 32.9141], [20.6987, 18.2010, 34.9664], [18.8925, 19.4844, 27.7805], [18.6896, 19.1359, 29.0706], [18.6122, 20.7503, 27.6548], [20.1990, 19.2744, 27.5288], [17.7788, 18.4523, 26.5751], [18.2353, 18.7474, 25.1910], [17.9856, 17.0695, 26.9715], [16.4509, 18.9706, 26.8106]], "forces_ev_per_a": [[-0.4797, 0.6126, -0.1126], [-0.4835, 0.0527, -2.0169], [0.6006, -0.8149, 0.2906], [-0.1032, 0.2333, 0.8231], [0.4663, -0.3012, -0.5397], [0.4953, -0.2387, 0.5319], [-0.2162, 0.3298, 0.3316], [-0.4944, 0.1126, 0.4865], [-0.0293, 0.2573, -0.5730], [-1.0134, 0.6891, 0.8590], [1.2112, -0.4432, -0.9485], [-0.6323, 0.5137, 0.8840], [0.8687, -0.9755, -0.7058], [-0.1137, -0.1831, 0.3685], [0.7039, -0.2307, 0.1989], [-0.5834, 0.0899, -0.1384], [0.2269, -0.0780, 0.6464], [-0.2719, 0.3666, 0.1634], [-0.0379, 0.0189, 0.0341], [-0.1059, 0.0371, -0.0155], [0.1259, -0.0181, 0.2924], [0.1037, -0.0570, 0.0356], [-0.1353, -0.0385, 0.1402], [0.1612, -0.1194, 0.0271], [-0.1141, 0.0432, 0.0672], [0.1873, 0.2797, -0.0107], [-0.0808, -0.0712, -0.2666], [-0.0141, 0.1891, -0.5808], [-0.9130, -0.2534, 0.3701], [1.2114, 0.3388, 0.5007], [-0.4253, -0.0589, -0.5757], [0.1194, 0.0638, -0.0137], [-0.0563, -0.1414, 0.4279], [-0.0069, -0.2334, 0.1007], [-0.2910, 0.2214, -0.1168], [-0.1858, -0.3933, -1.3026], [0.1706, 0.1297, 2.8355], [-0.1857, 0.2067, -0.9540], [-0.4722, -0.6232, 0.3565], [0.2364, 0.4026, -1.1728], [0.8382, 0.5122, 1.4624], [0.0051, -0.4645, 1.1135], [-0.0822, -0.0472, -0.2381], [0.0839, 0.0154, -0.3167], [0.1444, 0.0192, -0.1982], [0.0048, 0.2489, -0.0701], [-0.1300, -0.0764, -0.1533], [-0.1394, 0.2927, -0.3282], [-0.0159, -0.2924, 0.2042], [-0.0453, -0.0487, -0.2567], [-0.0569, 0.1622, -0.0571], [-0.1642, -0.0591, 0.1218], [-0.2036, -0.1528, -0.2790], [0.2882, 0.2399, -0.2651], [-0.2986, -0.3639, -0.5199], [0.1820, 0.5090, 0.1178], [-0.1872, -0.2275, 0.3181], [0.2631, -0.9644, 0.4009], [-0.1832, 0.0989, -0.5500], [-0.4328, -0.6098, 0.8400], [0.4410, 0.8371, 0.6091], [-0.0461, -0.0731, -0.0899], [-0.0507, 0.8097, -0.4468], [1.2308, -0.1224, -1.6606], [-0.7060, -0.0743, 0.2073], [0.9252, 0.5714, 0.1019], [-2.1591, -1.8533, -1.0470], [1.0888, 0.8999, -0.5204], [-0.8681, -0.0772, 2.0399], [-0.0392, 0.4589, 0.4557], [-0.0944, -0.0533, -0.1088], [0.2315, 0.2472, 0.1129], [0.1135, 0.1819, -0.0058], [-0.0491, 0.0632, -0.2482], [-0.0076, -0.0780, -0.0612], [-0.0364, 0.0113, 0.1566], [-0.0124, 0.1406, -0.2947], [-0.0515, 0.1582, -0.0425], [0.1032, 0.0656, 0.0756], [0.1412, 0.1088, 0.0383], [0.0386, 0.0381, -0.0286], [0.1810, 0.0178, 0.2696], [0.1026, 0.0179, -0.0656], [0.1040, -0.0397, 0.1192], [0.2152, -0.4898, -0.1850], [0.1417, 1.8887, 0.0615], [1.7559, -3.0917, 0.1868], [0.6467, 0.7835, 0.4914], [0.3239, -1.3069, -0.4407], [0.6896, 2.9507, -0.3578], [-2.2677, 0.7266, -0.3585], [0.2555, 0.0690, -0.0870], [-0.1494, 0.3441, -0.1980], [0.2108, 0.1860, 0.4565], [-0.5453, -0.0627, 0.1130], [-0.0614, -0.1680, -0.0635], [-0.0745, -0.5280, -0.1380], [-0.4013, -0.1090, 0.1113], [-0.2430, 0.0302, -0.1721], [-0.2978, -0.0652, 0.0247], [-0.2895, -0.4798, 0.1325], [-0.0956, -0.3153, 0.4211], [0.0765, -0.6030, 0.1797], [0.5451, 0.3955, -0.1001], [-0.4745, 0.8881, 0.4550], [0.3249, -0.8980, -0.7223], [-0.3131, -1.0494, -0.2311], [0.1354, 0.4459, 0.0306], [-2.7162, 1.4170, 0.7589], [1.6514, -0.1026, 0.4063], [0.7611, -0.0245, -0.1250], [-0.2650, -0.3416, -0.1703], [-0.3144, -0.0012, 0.3280], [0.0455, -0.3190, 0.0041], [0.1407, -0.0557, -0.2445], [-0.0447, 0.1473, -0.0876], [0.2281, 0.0456, 0.0679], [0.0917, 0.1587, 0.0808], [0.2734, -0.0697, 0.0634], [-0.2192, -0.0478, 0.0782], [0.0133, -0.1134, -0.2387], [-0.0083, -0.2454, 0.0028], [0.1706, -0.0526, 0.4571], [1.0086, -2.1986, -0.5448], [-1.9799, 0.6514, 0.6193], [-0.0881, 1.4261, 0.6916], [0.0496, -1.5564, -0.3616], [0.0958, -1.7680, -1.7232], [1.9465, 1.2708, -0.1173], [-0.0440, 1.6916, 0.8494], [-0.1555, 0.0785, -0.1522], [0.0504, -0.0585, 0.2537], [0.4073, -0.0239, -0.0550], [-0.0868, 0.3718, -0.3585], [-0.4281, 0.8434, 0.4320], [0.0801, 0.1928, 0.0763], [-0.1500, -0.1136, 0.0597], [0.2431, -0.2022, -0.0911], [-0.1254, 0.2164, 0.3394], [-0.0470, -0.4592, 0.2563], [-0.3784, -0.1537, -0.1438], [-0.1697, -0.6358, 0.0631], [-0.1953, -0.3457, -0.0135], [1.8846, 1.1347, -0.8425], [-0.0174, 0.8578, 0.2342], [-0.4814, 0.0862, 0.8902], [-0.8565, -1.9865, 0.1803], [0.2232, -0.0871, -0.4859], [0.0432, 1.1633, 0.4594], [-0.3239, -0.1198, 0.1892], [0.2801, 0.2548, -0.0605], [-0.2608, 0.4682, -0.0787], [-0.1257, -0.4727, 0.2405], [-0.0604, 0.1900, -0.1081], [-0.0780, -0.2033, 0.0699], [-0.1084, -0.0360, 0.2265], [0.0731, -0.2299, -0.1263], [0.1674, -0.0907, 0.0708], [0.1519, -0.2368, -0.1709], [-0.0722, 0.2474, -0.0755], [-0.6078, -0.3537, -0.0123], [-0.0685, -1.4369, -0.2120], [-0.6610, 1.5379, 1.4792], [-0.1942, 0.5223, 0.0456], [0.1221, -0.4158, 0.6063], [-1.1783, -2.0218, -0.4147], [1.4563, 0.3653, -0.9873], [0.2303, 1.0287, -0.2627], [0.1817, 0.5799, -0.1595], [-0.1725, 0.2340, -0.2952], [0.5264, -0.1490, 0.0606], [0.0198, -0.0614, -0.2396], [0.1100, 0.3147, 0.1365], [0.1408, -0.1291, -0.3260], [0.1311, -0.0012, -0.0596], [0.0614, 0.0207, 0.0784], [0.2010, -0.0570, 0.1658], [-0.2875, -0.1999, -0.1099], [-0.0398, 0.1143, 0.2199], [0.1702, 0.1567, -0.4987], [0.1065, 0.2676, -0.3194], [-0.3933, 0.1357, -0.6605], [-0.0044, 0.8434, -0.0198], [-0.3270, -0.1246, -0.0531], [-0.8596, -0.8595, 0.9670], [0.6954, -0.2513, -0.9673], [-0.2689, -0.6703, -1.3804], [0.6701, -0.0941, 0.5889], [-0.0035, 0.7528, 0.0793], [-0.1559, 0.3946, 0.5864], [0.0723, 1.0730, 0.6848], [0.2931, -0.8899, -0.8825], [-0.6427, -0.1002, 0.0003], [-0.0286, -0.4626, 0.1560], [0.6697, -1.1619, -1.1116], [-0.1646, 1.1741, 0.0000], [-0.0983, -0.1972, 1.0744], [-0.0445, -0.1115, -0.5381], [0.3934, 0.3122, -0.3253], [-0.1719, -0.6278, -0.3358], [-0.2104, -0.2310, -0.3879], [0.1724, -0.8467, 0.0423], [-0.7821, -0.1398, -0.9050], [-0.1410, 0.5926, 0.6566], [0.4538, 0.8505, 0.0905], [0.6369, -0.1172, 1.0786], [-0.1447, -0.9014, 0.6615], [-0.1918, -0.1959, -1.1048], [-0.0799, 0.4799, -0.4049], [-0.4412, -0.1301, -0.3778], [0.5227, 0.9132, -0.2327], [0.2862, -0.3162, 0.7939], [0.1453, -0.2983, -0.1313], [-0.3880, -0.1780, 0.1395]], "mulliken_charge": [-0.848, 0.035, -0.503, -0.580, 0.410, -0.800, -0.140, 0.979, -0.738, -0.179, 0.255, -0.368, -0.462, -0.936, 0.382, 0.260, 0.363, 0.456, 0.560, 0.453, 0.411, 0.607, 0.496, 0.380, 0.397, 0.477, 0.191, 0.249, -1.281, 0.563, -0.097, -0.915, 0.641, -0.429, -1.004, 1.080, -0.743, -1.086, 1.570, -0.790, -0.674, -0.719, 0.616, -0.060, 0.404, 0.046, 0.451, 0.572, 0.495, 0.604, 0.978, 0.230, 0.437, 0.328, 0.021, 0.131, -0.806, 0.031, -0.205, -0.804, 0.773, -0.443, -0.564, 0.892, -0.809, -0.272, 0.205, -0.458, -0.677, -1.168, 0.289, 0.349, 0.372, 0.411, 0.556, 0.345, 0.463, 0.574, 0.563, 0.655, 0.579, 0.512, 0.121, 0.490, -1.150, -0.315, 0.259, -0.864, -0.275, 0.232, -0.027, -1.245, 0.386, 0.362, 0.347, 0.094, 0.319, 0.560, 0.572, 0.493, 0.389, 0.447, 0.387, -1.035, -0.587, 0.151, -0.598, -0.509, 0.242, 0.061, -0.571, 0.376, 0.336, 0.298, 0.342, 0.330, 0.458, 0.562, 0.447, 0.151, 0.306, 0.126, -0.620, -0.290, 0.403, -0.723, -0.415, 0.248, 0.209, -0.819, 0.565, 0.508, -0.228, 0.237, 0.032, 0.481, 0.501, -0.039, 0.238, 0.370, 0.341, -1.380, -0.113, 0.307, -0.522, -0.564, 0.381, -0.612, -0.486, 0.349, 0.377, 0.408, 0.438, 0.100, 0.815, 0.241, 0.588, 0.048, 0.105, 0.410, -1.331, -0.179, 0.337, -0.390, -0.690, 0.364, -0.200, -0.443, 0.300, 0.381, 0.392, 0.303, 0.328, 0.371, 0.490, 0.327, 0.400, 0.330, -0.136, -0.801, -0.672, -0.757, 0.551, -0.213, -0.238, -0.236, 1.157, -0.653, -0.551, -0.690, 0.417, -0.219, -0.235, -0.218, 1.191, -0.647, -0.677, -0.677, 0.562, -0.252, -0.219, -0.238, 1.006, -0.662, -0.586, -0.563, 0.303, -0.226, -0.159, 0.088, 1.067, -0.563, -0.618, -0.621], "charge": 4, "e_homo_ev": -11.47}